[1]
{"formula": "C20H48FN5O4P2S", "method": "wB97M-V/def2-TZVPD", "homo_ev": -8.6, "energy_ha": -2546.30973, "charge": 0, "fmax_ev_per_a": 4.12, "elements": ["C", "C", "C", "C", "P", "N", "O", "S", "O", "O", "C", "C", "C", "C", "C", "C", "N", "C", "C", "F", "C", "C", "H", "H", "H", "H", "H", "H", "H", "H", "H", "H", "H", "H", "H", "H", "H", "H", "H", "H", "H", "H", "H", "H", "H", "H", "H", "H", "H", "H", "H", "H", "O", "P", "N", "C", "C", "N", "C", "C", "N", "C", "C", "H", "H", "H", "H", "H", "H", "H", "H", "H", "H", "H", "H", "H", "H", "H", "H", "H", "H"], "positions_angstrom": [[2.502, -2.234, 3.190], [2.424, -2.045, 1.668], [1.389, -0.977, 1.256], [1.952, 0.266, 0.515], [2.009, -0.176, -1.301], [3.236, -1.036, -1.737], [3.335, 0.536, 0.848], [3.583, 1.488, 2.089], [4.997, 1.604, 2.228], [2.828, 1.059, 3.229], [2.912, 3.017, 1.501], [1.758, 2.806, 0.489], [0.893, 4.071, 0.498], [1.662, 5.285, -0.100], [2.251, 6.257, 0.938], [3.595, 6.878, 0.487], [4.796, 6.324, 1.131], [1.019, 1.485, 0.798], [-0.319, 1.300, 0.062], [-0.239, 1.899, -1.214], [-1.548, 1.852, 0.763], [-1.789, 1.222, 2.143], [2.459, -1.281, 3.715], [1.651, -2.834, 3.517], [3.425, -2.746, 3.464], [3.405, -1.863, 1.235], [2.080, -2.997, 1.260], [0.697, -1.461, 0.561], [0.773, -0.675, 2.104], [1.969, 0.994, -2.078], [0.792, -0.858, -1.491], [3.896, -1.253, -1.004], [3.736, 3.549, 1.031], [2.540, 3.522, 2.391], [2.220, 2.705, -0.497], [-0.001, 3.935, -0.098], [0.642, 4.317, 1.534], [0.935, 5.844, -0.688], [2.450, 4.901, -0.753], [1.571, 7.094, 1.103], [2.412, 5.767, 1.901], [3.700, 6.721, -0.589], [3.563, 7.960, 0.628], [4.547, 5.796, 1.960], [5.238, 5.647, 0.521], [0.770, 1.461, 1.863], [-0.521, 0.244, -0.135], [-2.399, 1.606, 0.123], [-1.536, 2.937, 0.835], [-1.431, 1.899, 2.924], [-1.221, 0.302, 2.283], [-2.845, 1.054, 2.340], [-1.835, -2.562, -0.172], [-2.565, -3.236, -1.272], [-3.992, -2.328, -1.425], [-5.119, -2.709, -2.260], [-3.835, -0.878, -1.411], [-2.900, -4.792, -0.669], [-4.253, -5.316, -0.600], [-2.120, -5.179, 0.505], [-2.380, -3.711, -2.888], [-1.573, -4.924, -3.139], [-1.803, -2.619, -3.708], [-4.930, -2.573, -3.333], [-5.973, -2.082, -1.992], [-5.425, -3.734, -2.098], [-3.601, -0.466, -2.402], [-3.040, -0.592, -0.725], [-4.759, -0.407, -1.066], [-4.921, -4.699, 0.013], [-4.224, -6.318, -0.169], [-4.681, -5.433, -1.596], [-2.524, -4.767, 1.437], [-1.089, -4.850, 0.413], [-2.115, -6.269, 0.579], [-0.584, -4.886, -2.674], [-1.442, -5.026, -4.216], [-2.093, -5.808, -2.784], [-0.781, -2.367, -3.407], [-2.416, -1.721, -3.631], [-1.790, -2.917, -4.755]], "lowdin_charge": [-0.095, -0.223, -0.159, -0.500, 0.806, -0.282, -0.226, 0.629, -0.246, -0.247, -0.163, -0.274, -0.151, -0.175, -0.193, -0.280, -0.003, -0.203, -0.307, -0.041, -0.176, -0.067, 0.052, 0.074, 0.073, 0.095, 0.104, 0.079, 0.109, 0.018, 0.015, -0.040, 0.104, 0.114, 0.131, 0.094, 0.125, 0.111, 0.109, 0.106, 0.090, 0.103, 0.096, 0.052, 0.058, 0.134, 0.115, 0.104, 0.101, 0.077, 0.067, 0.076, -0.294, 0.587, -0.291, -0.123, -0.130, -0.318, -0.129, -0.129, -0.280, -0.112, -0.111, 0.083, 0.085, 0.044, 0.074, 0.052, 0.084, 0.088, 0.081, 0.067, 0.086, 0.068, 0.081, 0.089, 0.080, 0.072, 0.081, 0.061, 0.083]}

=====

[2]
{"formula": "C20H48FeN5SSb", "method": "wB97M-V/def2-TZVPD", "homo_ev": [-13.4, -14.0], "energy_ha": -2966.27846, "charge": 2, "s2": 6.0103, "fmax_ev_per_a": 0.54, "multiplicity": 5, "elements": ["Fe", "C", "C", "N", "C", "C", "N", "C", "C", "N", "H", "H", "H", "H", "H", "H", "H", "H", "H", "H", "H", "H", "H", "H", "H", "C", "C", "C", "Sb", "C", "C", "C", "C", "C", "C", "H", "H", "H", "H", "H", "H", "H", "H", "H", "H", "H", "H", "H", "H", "H", "H", "H", "H", "H", "H", "H", "C", "N", "C", "C", "S", "N", "C", "C", "H", "H", "H", "H", "H", "H", "H", "H", "H", "H", "H", "H"], "positions_angstrom": [[-0.752, 1.355, 0.153], [-1.806, 3.461, 2.110], [-2.147, 2.092, 2.711], [-2.249, 1.021, 1.694], [-3.517, 0.915, 0.951], [-3.709, 2.058, -0.042], [-2.466, 2.372, -0.814], [-2.195, 3.839, -0.907], [-0.969, 4.265, -0.088], [-0.759, 3.369, 1.066], [-1.500, 4.132, 2.914], [-2.690, 3.912, 1.666], [-3.069, 2.177, 3.292], [-1.356, 1.792, 3.399], [-2.087, 0.130, 2.153], [-4.378, 0.877, 1.624], [-3.482, -0.032, 0.408], [-4.025, 2.953, 0.485], [-4.522, 1.801, -0.721], [-2.596, 2.029, -1.758], [-3.080, 4.383, -0.581], [-2.032, 4.114, -1.947], [-1.085, 5.307, 0.218], [-0.070, 4.198, -0.699], [0.147, 3.580, 1.463], [1.297, -4.026, 0.244], [1.432, -2.520, 0.032], [2.318, -2.231, -1.177], [-0.463, -1.481, -0.215], [-0.956, -1.833, -2.290], [-0.787, -3.259, -2.801], [-2.367, -1.298, -2.534], [-1.880, -2.627, 0.972], [-1.350, -2.763, 2.399], [-2.295, -3.966, 0.374], [2.294, -4.470, 0.313], [0.784, -4.510, -0.588], [0.768, -4.280, 1.160], [1.872, -2.076, 0.930], [1.913, -2.690, -2.080], [3.311, -2.660, -1.019], [2.427, -1.164, -1.371], [-0.243, -1.185, -2.811], [-1.466, -3.956, -2.309], [0.228, -3.631, -2.675], [-1.012, -3.283, -3.870], [-3.118, -1.882, -1.996], [-2.614, -1.356, -3.596], [-2.458, -0.254, -2.223], [-2.767, -1.985, 1.006], [-0.489, -3.429, 2.451], [-2.123, -3.182, 3.046], [-1.037, -1.807, 2.833], [-1.444, -4.629, 0.215], [-2.813, -3.843, -0.577], [-2.982, -4.472, 1.058], [3.818, 1.254, -2.642], [3.935, 1.217, -1.184], [5.291, 1.482, -0.689], [2.861, 1.258, -0.389], [1.385, 1.817, -1.088], [2.996, 0.910, 0.907], [3.943, -0.116, 1.355], [2.020, 1.303, 1.903], [4.709, 0.791, -3.060], [3.745, 2.281, -3.004], [2.942, 0.700, -2.966], [5.737, 2.241, -1.329], [5.917, 0.590, -0.723], [5.258, 1.867, 0.324], [4.354, -0.647, 0.505], [3.404, -0.831, 1.977], [4.755, 0.308, 1.945], [1.696, 2.321, 1.712], [2.493, 1.272, 2.882], [1.153, 0.631, 1.912]], "mulliken_spin": [3.752, 0.010, 0.005, 0.049, 0.011, -0.012, 0.042, -0.002, 0.007, 0.025, 0.001, -0.001, 0.000, -0.003, -0.009, 0.003, -0.016, -0.001, 0.004, 0.001, -0.002, 0.000, 0.003, -0.007, -0.002, 0.002, 0.012, -0.001, 0.026, 0.010, -0.001, 0.006, 0.004, 0.005, -0.001, 0.001, 0.000, 0.000, -0.004, 0.000, 0.000, 0.000, -0.004, 0.000, 0.000, 0.000, 0.000, 0.000, 0.001, -0.001, 0.000, 0.000, -0.002, 0.000, 0.000, 0.001, 0.001, 0.004, -0.001, 0.013, 0.059, -0.002, 0.000, 0.010, 0.000, -0.001, -0.001, 0.000, 0.000, 0.000, 0.000, 0.000, 0.000, 0.005, 0.003, -0.006]}